[1]
{
  "formula": "C2H4NOS2",
  "method": "the ωB97M-V functional and the def2-TZVPD basis",
  "charge": -1,
  "homo_ev": [-2.647, -2.649],
  "largest_force_ha_per_bohr": 0.0929,
  "elements": ["C", "C", "N", "O", "S", "S", "H", "H", "H", "H"],
  "coordinates": [[0.8323, 0.6191, -0.9725], [0.3664, -0.5445, 1.0364], [-0.0605, 0.1073, -0.1957], [2.0201, 0.7524, -1.0355], [-0.8367, 1.4126, -2.7509], [-1.8032, 0.2230, -0.6679], [0.0726, 0.0457, 1.9095], [-0.0679, -1.5431, 1.1069], [1.4539, -0.6207, 1.0072], [-1.9770, -0.4518, 0.5625]]
}

[2]
{
  "formula": "C3H5GdO3",
  "method": "the ωB97M-V functional and the def2-TZVPD basis",
  "multiplicity": 9,
  "charge": 3,
  "homo_ev": [-22.462, -23.264],
  "largest_force_ha_per_bohr": 0.0467,
  "elements": ["H", "O", "C", "H", "O", "Gd", "O", "C", "C", "H", "H", "H"],
  "coordinates": [[2.5507, 3.8413, 0.5219], [2.8274, 1.9234, 1.0798], [3.0496, 3.1190, 1.1893], [3.7333, 3.4815, 1.9730], [-0.3510, -0.0957, -0.4473], [2.0829, 0.2543, -0.4071], [-0.8119, -1.3670, -0.4685], [-2.0852, -1.4831, -0.7719], [-2.6697, -2.6930, -0.5342], [-2.5882, -0.5704, -1.0985], [-3.6203, -2.9256, -1.0094], [-2.1176, -3.4848, -0.0272]]
}

[3]
{
  "formula": "C20H23N5O2SSe2Te2V",
  "method": "the ωB97M-V functional and the def2-TZVPD basis",
  "multiplicity": 3,
  "charge": -1,
  "homo_ev": [-3.289, -3.245],
  "largest_force_ha_per_bohr": 0.0225,
  "elements": ["V", "O", "C", "C", "C", "C", "C", "C", "C", "N", "C", "C", "N", "H", "H", "H", "H", "H", "H", "H", "Se", "Te", "Te", "Se", "S", "C", "C", "C", "C", "C", "N", "H", "H", "H", "H", "C", "N", "C", "C", "C", "N", "C", "C", "O", "H", "H", "H", "H", "H", "H", "H", "H", "H", "H", "H", "H"],
  "coordinates": [[-0.4176, -0.3241, 0.0817], [-1.4563, -0.0613, -1.5553], [-1.1942, -0.4344, -2.7699], [-1.8890, 0.2298, -3.8103], [-1.6842, -0.0852, -5.1313], [-0.7787, -1.0843, -5.4964], [-0.1016, -1.7557, -4.5021], [-0.2855, -1.4606, -3.1441], [0.4697, -2.2163, -2.1530], [0.5503, -1.9737, -0.8554], [1.3367, -2.9498, -0.2934], [1.7478, -3.7992, -1.2667], [1.2041, -3.3245, -2.4431], [-2.5954, 0.9906, -3.5055], [-2.2341, 0.4480, -5.8980], [-0.6138, -1.3326, -6.5361], [0.6029, -2.5246, -4.7985], [1.5339, -2.9409, 0.7650], [2.3648, -4.6783, -1.2345], [1.2608, -3.7705, -3.3369], [-1.6137, -1.6944, 1.7514], [-3.3690, -3.0091, 0.5495], [-4.4674, 0.8603, 0.4788], [-2.2061, 0.8245, 1.5216], [1.1578, 0.2740, 1.9014], [2.7461, 0.4296, 1.1500], [3.7663, 1.0180, 1.9173], [5.0148, 1.1850, 1.3664], [5.2383, 0.7577, 0.0555], [4.1752, 0.1790, -0.6117], [2.9612, 0.0144, -0.0940], [3.5497, 1.3360, 2.9274], [5.8081, 1.6426, 1.9462], [6.2005, 0.8616, -0.4269], [4.3064, -0.1761, -1.6317], [0.4891, 3.9269, 0.7663], [1.2694, 3.7120, -0.4384], [1.8791, 4.8846, -1.0252], [2.9823, 4.4806, -1.9822], [2.4069, 3.4928, -2.9765], [1.8325, 2.3676, -2.2731], [1.7220, 1.1205, -2.9983], [1.1433, 2.5179, -1.1005], [0.4662, 1.6192, -0.6092], [1.1332, 4.3480, 1.5419], [0.0894, 2.9793, 1.1142], [-0.3375, 4.6204, 0.5795], [2.2723, 5.5019, -0.2133], [1.1265, 5.4919, -1.5507], [3.7903, 4.0001, -1.4260], [3.3838, 5.3559, -2.4945], [3.1849, 3.1090, -3.6405], [1.6559, 3.9845, -3.6126], [2.7017, 0.8562, -3.4037], [1.0025, 1.1788, -3.8220], [1.4119, 0.3436, -2.3110]]
}

[4]
{
  "formula": "C4H8N2O",
  "method": "the ωB97M-V functional and the def2-TZVPD basis",
  "charge": 0,
  "homo_ev": -10.864,
  "largest_force_ha_per_bohr": 0.0217,
  "elements": ["H", "N", "C", "C", "C", "O", "C", "N", "H", "H", "H", "H", "H", "H", "H"],
  "coordinates": [[2.2509, 1.1120, -1.2654], [1.7860, 0.8189, -0.4075], [0.5273, 0.7987, -0.5320], [-0.2751, 0.3522, 0.6943], [-0.3153, -1.1830, 0.7828], [0.3061, 0.8921, 1.8530], [-1.6601, 0.8649, 0.5665], [-2.7465, 1.2225, 0.3992], [-0.0273, 1.0663, -1.4363], [-0.7817, -1.4582, 1.7325], [0.7120, -1.5607, 0.7624], [-0.8805, -1.6302, -0.0401], [1.2584, 0.9333, 1.6559], [-0.4356, -1.0593, -2.4641], [0.2816, -1.1694, -2.3012]]
}

[5]
{
  "formula": "C7H15N2",
  "method": "the ωB97M-V functional and the def2-TZVPD basis",
  "charge": 1,
  "homo_ev": -13.940,
  "largest_force_ha_per_bohr": 0.1051,
  "elements": ["C", "C", "N", "C", "C", "C", "N", "C", "C", "H", "H", "H", "H", "H", "H", "H", "H", "H", "H", "H", "H", "H", "H", "H"],
  "coordinates": [[0.1837, -2.5692, -0.9540], [0.1988, -1.1337, -0.9711], [0.1618, -0.0709, -0.2991], [0.3693, 0.7927, 0.8284], [0.1042, -0.0415, 2.1350], [1.9317, 0.9890, 0.7782], [-0.3558, 1.9743, 0.5662], [-0.4515, -0.0111, -1.6915], [-1.9009, 0.2530, -1.6229], [0.6753, -2.9489, -1.8613], [-0.8074, -2.7931, -0.8597], [0.7508, -3.1613, -0.2836], [0.2295, 0.5081, 3.0246], [0.8340, -0.8319, 2.3962], [-0.9001, -0.2830, 2.1865], [2.4387, 0.0094, 0.8787], [2.2185, 1.4404, 1.6340], [2.0318, 1.5665, -0.2418], [0.1441, 2.6988, 0.1164], [-0.8029, 2.3378, 1.4376], [-0.0769, 0.5320, -2.4946], [-2.3946, -0.5615, -0.9226], [-2.3487, 0.0743, -2.4863], [-2.2333, 1.2301, -1.2932]]
}